A cluster of 4 separate species, C22H31BrN2O11 in total at a distorted geometry, computed with ωB97M-V/def2-TZVPD.

Each line ends with the Mulliken charge.
Geometry (Å):
C  -0.29  -0.43  4.31  -1.383
C  0.45  -1.77  4.21  0.255
Br  0.34  -2.49  2.40  -0.133
C  1.86  -1.79  4.80  -1.282
C  3.04  -1.51  3.86  0.742
C  4.12  -2.41  4.24  -0.209
N  4.97  -3.13  4.59  -0.553
C  3.64  -0.09  3.93  0.223
C  4.09  0.22  5.27  -0.095
N  4.32  0.39  6.40  -0.523
C  2.73  1.02  3.44  -1.041
C  2.20  0.81  2.02  -0.092
C  3.27  0.35  1.07  0.320
O  4.39  0.79  1.04  -0.600
O  2.82  -0.58  0.18  -0.385
H  -1.26  -0.61  4.73  0.387
H  0.21  0.23  5.00  0.353
H  -0.45  0.03  3.35  0.316
H  -0.12  -2.45  4.80  0.502
H  2.01  -2.74  5.27  0.519
H  1.89  -1.05  5.58  0.353
H  2.85  -1.72  2.82  0.318
H  4.52  -0.09  3.31  0.505
H  1.89  1.16  4.10  0.272
H  3.29  1.93  3.47  0.514
H  1.87  1.77  1.66  0.472
H  1.37  0.12  1.98  -0.044
H  3.38  -1.36  0.20  0.327
C  2.70  0.99  -3.03  -1.180
C  2.70  2.50  -3.06  0.460
C  3.32  3.17  -1.86  -0.074
O  2.60  4.41  -1.81  -0.354
C  1.39  4.22  -2.38  0.566
O  0.49  4.98  -2.34  -0.529
O  1.36  3.02  -3.01  -0.274
H  2.17  0.59  -3.89  0.234
H  3.72  0.61  -3.04  0.448
H  2.19  0.62  -2.14  0.200
H  3.16  2.86  -3.99  0.199
H  4.38  3.35  -1.96  0.349
H  3.13  2.62  -0.93  -0.060
C  -3.28  0.53  -5.04  -1.588
C  -2.17  0.21  -4.08  0.470
C  -0.79  0.24  -4.70  -0.266
O  -0.08  -0.71  -3.87  -0.312
C  -0.99  -1.58  -3.37  0.583
O  -0.71  -2.58  -2.80  -0.580
O  -2.25  -1.15  -3.62  -0.321
H  -4.25  0.42  -4.56  0.324
H  -3.20  1.56  -5.41  0.376
H  -3.27  -0.15  -5.90  0.409
H  -2.23  0.86  -3.21  0.286
H  -0.32  1.22  -4.65  0.313
H  -0.78  -0.13  -5.73  0.299
C  -5.93  -2.97  -0.73  -1.483
C  -5.20  -1.68  -0.49  0.527
C  -5.98  -0.62  0.26  -0.525
O  -5.41  0.59  -0.24  -0.354
C  -4.92  0.33  -1.48  0.639
O  -4.54  1.16  -2.24  -0.504
O  -4.93  -1.00  -1.73  -0.307
H  -5.33  -3.65  -1.34  0.360
H  -6.16  -3.47  0.22  0.389
H  -6.87  -2.80  -1.26  0.360
H  -4.24  -1.87  0.00  0.276
H  -5.86  -0.68  1.34  0.300
H  -7.04  -0.63  0.01  0.309

Calculated values
2S+1 = 1
Frontier orbital gap = 10.9492 eV
E_HOMO = -10.8726 eV
ΔE to the lowest compared entry with this formula, charge and spin = 0.0 kJ/mol
LUMO level = 0.077 eV


A cluster of 2 separate species, C2H3F2I in total at a distorted geometry, computed with ωB97M-V/def2-TZVPD.

Each line ends with the Mulliken charge.
Geometry (Å):
C  0.64  0.25  0.37  -0.397
C  -0.56  -0.27  -0.31  -0.107
F  0.31  0.33  1.69  -0.271
F  -0.87  -1.51  0.12  -0.201
I  -2.29  0.92  -0.43  0.124
H  0.93  1.22  0.09  0.335
H  1.55  -0.25  0.40  0.319
H  0.28  -0.68  -1.93  0.197

Calculated values
2S+1 = 1
Frontier orbital gap = 9.0697 eV
E_HOMO = -9.6355 eV
ΔE to the lowest compared entry with this formula, charge and spin = 364.6 kJ/mol
LUMO level = -0.566 eV


A structure of composition C20H56N6O16PZn2 at a distorted geometry, computed with ωB97M-V/def2-TZVPD.

Each line ends with the Mulliken charge.
Geometry (Å):
Zn  -1.42  1.91  -0.40  -1.312
Zn  1.27  -0.76  -0.87  0.447
P  -0.36  -0.15  0.71  1.741
O  -0.22  0.48  -0.78  0.964
O  -1.53  0.73  1.17  -0.060
O  1.14  0.02  1.09  -1.034
O  -0.33  -1.58  0.06  0.041
C  2.51  0.92  -3.38  0.535
O  2.14  0.45  -2.29  -0.177
N  1.69  1.63  -4.16  -0.402
N  3.76  0.68  -3.85  -0.416
H  2.07  2.20  -4.90  0.282
H  0.91  2.04  -3.66  0.025
H  4.18  1.13  -4.64  0.200
H  4.25  0.08  -3.21  0.174
C  -0.69  3.78  -2.91  0.115
O  -0.88  2.77  -2.21  0.288
N  -1.56  4.22  -3.85  -0.444
N  0.36  4.60  -2.66  -0.284
H  -2.52  4.00  -3.60  0.246
H  -1.39  5.09  -4.31  0.217
H  1.04  4.23  -2.02  0.219
H  0.46  5.50  -3.08  0.197
C  -0.02  -2.81  -3.00  -0.737
O  1.15  -2.18  -2.41  -0.225
C  2.19  -3.15  -2.29  -0.875
C  3.40  -2.48  -1.72  -0.375
N  3.04  -1.80  -0.44  -0.181
C  2.60  -2.73  0.63  0.333
C  3.72  -3.61  1.23  -1.013
O  4.19  -4.48  0.23  -0.224
C  5.45  -5.10  0.51  -0.802
H  -0.15  -3.87  -2.86  0.366
H  -0.04  -2.47  -4.04  0.264
H  -0.80  -2.16  -2.61  0.044
H  2.46  -3.57  -3.27  0.573
H  1.88  -4.06  -1.76  0.567
H  3.55  -1.64  -2.39  -0.268
H  4.33  -3.02  -1.62  0.562
H  3.93  -1.54  -0.02  0.413
H  1.80  -3.39  0.31  0.205
H  2.29  -2.14  1.50  -0.491
H  3.40  -4.16  2.12  0.519
H  4.54  -2.94  1.55  0.422
H  5.88  -5.49  -0.41  0.242
H  5.35  -5.95  1.19  0.283
H  6.10  -4.33  0.94  0.361
C  -3.18  0.25  -2.64  -0.888
O  -3.03  1.02  -1.45  0.524
C  -4.30  1.51  -0.98  -0.824
C  -4.08  2.49  0.19  -0.662
N  -2.88  3.30  -0.14  0.102
C  -2.56  4.29  0.95  -0.837
C  -1.03  4.38  1.11  -0.711
O  -0.26  3.38  0.45  0.820
C  1.16  3.66  0.52  -1.242
H  -3.82  0.73  -3.38  0.451
H  -3.63  -0.71  -2.38  0.248
H  -2.21  0.11  -3.10  0.083
H  -4.97  0.72  -0.64  0.422
H  -4.83  2.02  -1.79  0.496
H  -3.92  1.79  1.02  0.016
H  -4.91  3.15  0.44  0.645
H  -3.29  3.87  -0.88  0.288
H  -3.04  3.87  1.83  0.339
H  -2.97  5.26  0.69  0.312
H  -0.81  4.53  2.17  0.396
H  -0.73  5.32  0.63  0.483
H  1.41  3.60  1.58  0.218
H  1.41  4.62  0.05  0.477
H  1.63  2.84  -0.01  0.149
C  2.56  -0.13  4.11  -0.150
C  2.40  1.35  3.90  -0.376
O  2.51  1.72  2.50  -0.657
O  1.31  -0.80  3.98  -0.625
H  2.98  -0.34  5.10  0.367
H  3.28  -0.75  3.55  0.031
H  3.09  2.01  4.43  0.432
H  1.43  1.75  4.22  0.157
H  2.00  1.05  1.96  0.437
H  1.16  -0.79  3.03  0.037
C  -2.81  -0.65  3.82  -0.357
C  -2.80  0.71  4.49  -0.549
O  -1.92  1.61  3.87  -0.582
O  -3.55  -0.59  2.60  -0.644
H  -3.36  -1.31  4.48  0.499
H  -1.79  -1.04  3.71  0.109
H  -2.45  0.55  5.52  0.402
H  -3.84  1.07  4.48  0.232
H  -1.69  1.22  3.02  0.181
H  -3.18  0.10  2.02  0.018
C  -2.99  -4.17  1.05  -0.362
C  -2.71  -4.04  -0.47  -0.457
O  -2.58  -2.72  -0.93  -0.507
O  -1.80  -3.80  1.77  -0.635
H  -3.24  -5.17  1.39  0.393
H  -3.76  -3.46  1.38  0.144
H  -3.55  -4.50  -0.99  0.424
H  -1.75  -4.56  -0.66  0.117
H  -1.85  -2.16  -0.56  -0.034
H  -1.36  -3.07  1.34  0.121

Calculated values
2S+1 = 1
Frontier orbital gap = 8.0935 eV
E_HOMO = -10.7576 eV
Total charge = +1
LUMO level = -2.664 eV